{
  "formula": "BrH6LiO3",
  "method": "the ωB97M-V functional and the def2-TZVPD basis",
  "total_charge": 0,
  "homo_lumo_gap_ev": 7.38,
  "multiplicity": 1,
  "relative_energy_ev": 0.666,
  "elements": ["Li", "Br", "O", "H", "H", "O", "H", "H", "O", "H", "H"],
  "positions_angstrom": [[-0.30327, -0.03345, -0.23900], [-1.97827, -0.00945, -1.94600], [1.64473, 0.49255, -1.01400], [1.89873, 0.35855, -1.90100], [2.26873, -0.08645, -0.47100], [-0.02927, -1.81445, 0.50000], [-0.69827, -2.17445, 1.14800], [0.60573, -2.57045, 0.60500], [-0.84427, 1.67355, 1.22800], [-0.85527, 2.41655, 0.65000], [-1.70927, 1.74755, 1.44000]],
  "nbo_charge": [0.86, -0.92, -0.95, 0.49, 0.48, -0.97, 0.50, 0.49, -0.93, 0.48, 0.47]
}

---

{
  "formula": "BrH8O4",
  "method": "the ωB97M-V functional and the def2-TZVPD basis",
  "total_charge": -1,
  "homo_lumo_gap_ev": 9.07,
  "multiplicity": 1,
  "relative_energy_ev": 0.135,
  "elements": ["Br", "O", "H", "H", "O", "H", "H", "O", "H", "H", "O", "H", "H"],
  "positions_angstrom": [[-1.23478, -0.27003, -0.30040], [0.96896, -1.39744, -2.73541], [1.39924, -2.11260, -2.20412], [0.22503, -1.12848, -2.17137], [-0.79006, 2.92383, -0.88156], [-0.88368, 1.98363, -0.96150], [-1.28799, 3.17019, -0.09711], [1.12687, -1.93510, 1.04520], [1.02997, -2.73106, 0.54402], [0.52303, -1.26570, 0.71692], [-0.51189, 1.06405, 2.70677], [-0.88177, 0.44114, 2.09818], [0.31707, 1.25757, 2.24037]],
  "nbo_charge": [-0.91, -0.97, 0.46, 0.50, -0.98, 0.50, 0.46, -0.99, 0.45, 0.49, -0.97, 0.49, 0.46]
}

---

{
  "formula": "BrHN2O2",
  "method": "the ωB97M-V functional and the def2-TZVPD basis",
  "total_charge": 0,
  "homo_lumo_gap_ev": 9.63,
  "multiplicity": 1,
  "relative_energy_ev": 0.095,
  "elements": ["N", "N", "O", "O", "Br", "H"],
  "positions_angstrom": [[-1.35251, -0.73496, -0.09150], [-1.49546, 0.19153, -0.69398], [-1.22342, -1.73198, 0.49532], [1.20595, 0.34700, 1.31197], [1.98899, 0.83698, -0.11206], [0.87644, 1.09143, -0.90975]],
  "nbo_charge": [0.45, -0.13, -0.31, -0.91, 0.77, 0.14]
}

---

{
  "formula": "BrHNO3S",
  "method": "the ωB97M-V functional and the def2-TZVPD basis",
  "total_charge": -1,
  "homo_lumo_gap_ev": 8.77,
  "smiles": "O=S(=O)([O-])NBr",
  "multiplicity": 1,
  "relative_energy_ev": 0.321,
  "elements": ["O", "S", "O", "O", "N", "Br", "H"],
  "positions_angstrom": [[0.13293, -1.06417, -1.35753], [-0.36190, -0.68200, -0.02995], [-1.78378, -0.42045, 0.10190], [0.13885, -1.39295, 1.12468], [0.07810, 1.04733, 0.26555], [1.82558, 1.37327, 0.75427], [-0.02978, 1.13898, -0.85892]],
  "nbo_charge": [-1.00, 2.45, -1.00, -1.00, -0.93, 0.11, 0.37]
}

---

{
  "formula": "BrIS",
  "method": "the ωB97M-V functional and the def2-TZVPD basis",
  "total_charge": 0,
  "homo_lumo_gap_ev": [3.76, 3.73],
  "multiplicity": 1,
  "relative_energy_ev": 3.024,
  "elements": ["S", "Br", "I"],
  "positions_angstrom": [[-1.16781, 0.51410, 0.00264], [0.46017, -0.80515, -0.00184], [4.06516, 0.15628, 0.00107]],
  "nbo_charge": [-0.02, 0.23, -0.21]
}

---

{
  "formula": "BrLiSr",
  "method": "the ωB97M-V functional and the def2-TZVPD basis",
  "total_charge": 2,
  "homo_lumo_gap_ev": 8.88,
  "multiplicity": 1,
  "elements": ["Sr", "Li", "Br"],
  "positions_angstrom": [[1.51330, 0.43881, -2.08721], [-0.91019, -0.57288, 2.23439], [-0.60310, 0.13407, -0.14718]],
  "nbo_charge": [1.92, 0.98, -0.90]
}

---

{
  "formula": "BrMn",
  "method": "the ωB97M-V functional and the def2-TZVPD basis",
  "total_charge": 1,
  "homo_lumo_gap_ev": [4.58, 3.62],
  "s_squared": 8.774,
  "multiplicity": 6,
  "relative_energy_ev": 4.719,
  "elements": ["Mn", "Br"],
  "positions_angstrom": [[-0.93769, -0.41254, 1.75535], [0.93769, 0.41255, -1.75535]],
  "nbo_charge": [1.32, -0.32]
}

---

{
  "formula": "BrNa",
  "method": "the ωB97M-V functional and the def2-TZVPD basis",
  "total_charge": 0,
  "homo_lumo_gap_ev": 6.56,
  "multiplicity": 1,
  "relative_energy_ev": 0.307,
  "elements": ["Na", "Br"],
  "positions_angstrom": [[-0.17884, -1.24493, -0.77796], [0.17884, 1.24493, 0.77796]],
  "nbo_charge": [0.94, -0.94]
}

---

{
  "formula": "BrPd2",
  "method": "the ωB97M-V functional and the def2-TZVPD basis",
  "total_charge": 3,
  "homo_lumo_gap_ev": [10.43, 4.02],
  "s_squared": 6.007,
  "multiplicity": 5,
  "relative_energy_ev": 0.000,
  "elements": ["Pd", "Pd", "Br"],
  "positions_angstrom": [[13.61220, 25.16900, 9.08925], [12.22828, 32.49029, 9.87328], [11.95555, 28.67875, 9.95607]],
  "nbo_charge": [1.01, 1.05, 0.94]
}

---

{
  "formula": "C100H60O30",
  "method": "the ωB97M-V functional and the def2-TZVPD basis",
  "total_charge": 0,
  "homo_lumo_gap_ev": 7.69,
  "smiles": "O=C1c2ccccc2C(=O)c2ccccc21.O=C1c2ccccc2C(=O)c2ccccc21.O=C1c2ccccc2C(=O)c2ccccc21.O=C1c2ccccc2C(=O)c2ccccc21.O=C1c2ccccc2C(=O)c2ccccc21.O=C1C=C(O)C(=O)C=C1O.O=C1C=C(O)C(=O)C=C1O.O=C1C=C(O)C(=O)C=C1O.O=C1C=C(O)C(=O)C=C1O.O=C1C=C(O)C(=O)C=C1O",
  "multiplicity": 1,
  "relative_energy_ev": 0.000,
  "elements": ["O", "C", "C", "C", "C", "C", "C", "C", "C", "O", "C", "C", "C", "C", "C", "C", "H", "H", "H", "H", "H", "H", "H", "H", "O", "C", "C", "C", "C", "C", "C", "C", "C", "O", "C", "C", "C", "C", "C", "C", "H", "H", "H", "H", "H", "H", "H", "H", "O", "C", "C", "C", "C", "C", "C", "C", "C", "O", "C", "C", "C", "C", "C", "C", "H", "H", "H", "H", "H", "H", "H", "H", "O", "C", "C", "C", "C", "C", "C", "C", "C", "O", "C", "C", "C", "C", "C", "C", "H", "H", "H", "H", "H", "H", "H", "H", "O", "C", "C", "C", "C", "C", "C", "C", "C", "O", "C", "C", "C", "C", "C", "C", "H", "H", "H", "H", "H", "H", "H", "H", "O", "C", "C", "C", "O", "C", "O", "C", "C", "O", "H", "H", "H", "H", "O", "C", "C", "C", "O", "C", "O", "C", "C", "O", "H", "H", "H", "H", "O", "C", "C", "C", "O", "C", "O", "C", "C", "O", "H", "H", "H", "H", "O", "C", "C", "C", "O", "C", "O", "C", "C", "O", "H", "H", "H", "H", "O", "C", "C", "C", "O", "C", "O", "C", "C", "O", "H", "H", "H", "H"],
  "positions_angstrom": [[5.07693, 7.97372, 6.33551], [4.23243, 7.79661, 5.48600], [3.94536, 6.46977, 4.89016], [4.60146, 5.24829, 5.33452], [4.37000, 4.01888, 4.88909], [3.46484, 3.92579, 3.88669], [2.82306, 5.00864, 3.38795], [3.02425, 6.28890, 3.87127], [2.28284, 7.39372, 3.26699], [1.55824, 7.22994, 2.29702], [2.40858, 8.70049, 3.97161], [1.61271, 9.74798, 3.55868], [1.97069, 11.06905, 3.90876], [3.02576, 11.27864, 4.78811], [3.73574, 10.17431, 5.28747], [3.48139, 8.93781, 4.85364], [5.32844, 5.35060, 6.12475], [4.84382, 3.13787, 5.31266], [3.22241, 2.98804, 3.43274], [2.08155, 4.82041, 2.62675], [0.85775, 9.45548, 2.86714], [1.59008, 11.92300, 3.37197], [3.36719, 12.28261, 5.01149], [4.52624, 10.28820, 6.06715], [-1.03898, -5.51264, -2.17871], [-1.87894, -5.46151, -3.06412], [-2.75825, -6.58961, -3.42626], [-2.45643, -7.86025, -2.89864], [-3.28827, -8.99930, -3.13048], [-4.22431, -8.86365, -4.16970], [-4.47496, -7.61083, -4.76252], [-3.73393, -6.53889, -4.40673], [-4.16677, -5.20189, -4.97304], [-5.14481, -5.12421, -5.67626], [-3.25922, -4.06098, -4.66565], [-3.38295, -2.82645, -5.31782], [-2.46231, -1.81711, -5.30268], [-1.38688, -1.97808, -4.40124], [-1.28979, -3.09609, -3.61615], [-2.15182, -4.12408, -3.80463], [-1.57446, -7.98815, -2.27313], [-3.05436, -10.00122, -2.71850], [-4.75019, -9.77166, -4.43661], [-5.22396, -7.53423, -5.48329], [-4.22743, -2.77178, -6.01776], [-2.57085, -0.99187, -6.01353], [-0.61420, -1.19911, -4.28216], [-0.44626, -3.31884, -2.97718], [5.79299, -3.36407, -3.41947], [4.99809, -3.09409, -2.54202], [5.12075, -1.80991, -1.82083], [6.09836, -0.83146, -2.15716], [6.29199, 0.34120, -1.44161], [5.30311, 0.70653, -0.50209], [4.22098, -0.18122, -0.27667], [4.10295, -1.42853, -0.89371], [3.00239, -2.37584, -0.49887], [2.19053, -2.04413, 0.36151], [2.87982, -3.60685, -1.24975], [1.94428, -4.54429, -0.87899], [1.87865, -5.81749, -1.46245], [2.84829, -6.16393, -2.34365], [3.74141, -5.20442, -2.72492], [3.83489, -3.94937, -2.19098], [6.66705, -1.07814, -3.04144], [7.10518, 1.01664, -1.59970], [5.31532, 1.61941, 0.03591], [3.39958, 0.07591, 0.37865], [1.13563, -4.30695, -0.16373], [1.10044, -6.54908, -1.15430], [2.77558, -7.13230, -2.84897], [4.39921, -5.46272, -3.51845], [0.20346, 0.61967, -3.15520], [0.73409, 1.03354, -2.14233], [1.82015, 2.04586, -2.11960], [2.40074, 2.48123, -3.33909], [3.43466, 3.42699, -3.33593], [3.87957, 3.94840, -2.12430], [3.32930, 3.54775, -0.93833], [2.26277, 2.62994, -0.88489], [1.48219, 2.35957, 0.37841], [1.70477, 3.13352, 1.28347], [0.57361, 1.19030, 0.31791], [0.10103, 0.68592, 1.56762], [-0.89479, -0.31091, 1.58962], [-1.29429, -0.90052, 0.43416], [-0.66682, -0.53616, -0.76237], [0.18573, 0.51316, -0.81403], [2.07394, 2.07482, -4.28562], [3.91354, 3.65385, -4.26260], [4.61742, 4.74502, -2.10350], [3.63528, 3.92090, 0.03156], [0.38161, 1.18214, 2.52852], [-1.30146, -0.57677, 2.54527], [-2.03472, -1.67184, 0.53133], [-0.97276, -1.05697, -1.67820], [-3.66523, -8.23085, 0.98873], [-3.22552, -7.11557, 1.01470], [-1.98942, -6.69698, 1.76136], [-1.02297, -7.65103, 2.19963], [0.13891, -7.25179, 2.82668], [0.40400, -5.90873, 3.03562], [-0.57782, -4.92247, 2.62088], [-1.78986, -5.30853, 2.06644], [-2.77666, -4.27477, 1.71712], [-2.68670, -3.13423, 2.20128], [-3.69240, -4.67250, 0.61281], [-4.52104, -3.70837, -0.02423], [-5.43361, -4.04529, -1.00210], [-5.61159, -5.37086, -1.31668], [-4.88245, -6.37527, -0.57189], [-3.89837, -6.01219, 0.28608], [-1.29495, -8.71675, 2.08205], [0.84750, -7.98615, 3.20875], [1.30770, -5.55605, 3.50794], [-0.49777, -3.87870, 2.90459], [-4.44761, -2.67761, 0.35227], [-6.13872, -3.29631, -1.38553], [-6.19958, -5.67496, -2.17239], [-4.86861, -7.41189, -0.73853], [-4.63526, -3.93077, 5.40109], [-3.57174, -3.40706, 5.26721], [-2.28001, -3.94909, 5.48350], [-1.21127, -3.18522, 5.23938], [-0.00539, -3.69671, 5.37511], [-1.33463, -1.72384, 4.97243], [-0.26380, -1.14178, 4.87601], [-2.59386, -1.10823, 4.76865], [-3.65976, -1.91232, 4.91022], [-4.94296, -1.57446, 4.75728], [-2.30760, -5.00500, 5.78718], [0.59181, -2.92122, 5.41885], [-2.62015, -0.04328, 4.65826], [-5.48262, -2.38844, 4.91455], [-1.12803, 1.58554, -6.31145], [-2.20672, 2.23462, -6.24025], [-2.87324, 2.68193, -7.37956], [-4.06493, 3.34051, -7.19781], [-4.79247, 3.81526, -8.20335], [-4.72873, 3.51652, -5.87110], [-5.86381, 3.92360, -5.98760], [-4.02036, 3.04010, -4.67090], [-2.79244, 2.53522, -4.89403], [-1.90555, 2.04183, -3.92982], [-2.41217, 2.50877, -8.35596], [-4.26183, 3.74496, -9.04045], [-4.41924, 3.14749, -3.65831], [-1.27858, 1.46309, -4.37550], [-1.74323, 6.97084, -0.30740], [-0.69087, 7.61336, -0.35332], [0.43326, 6.98444, -0.86751], [1.55667, 7.62789, -0.64579], [2.80273, 7.06785, -0.85745], [1.60305, 9.14222, -0.19103], [2.70417, 9.66095, -0.12963], [0.33007, 9.86058, 0.05404], [-0.75985, 9.05570, 0.12456], [-1.93840, 9.49728, 0.50367], [0.35804, 5.94515, -1.05873], [3.51781, 7.70368, -0.77795], [0.30992, 10.91068, 0.13247], [-2.51298, 8.67614, 0.57441], [-3.99165, 0.45559, -2.17712], [-4.06424, 0.69968, -0.97791], [-4.96452, -0.15937, -0.10982], [-4.89178, 0.03915, 1.20449], [-5.53442, -0.73767, 2.14132], [-4.11093, 1.18121, 1.73731], [-4.21111, 1.41568, 2.95861], [-3.21265, 1.94780, 0.86647], [-3.24915, 1.77012, -0.45528], [-2.49972, 2.40722, -1.34604], [-5.44776, -0.92912, -0.67261], [-5.27132, -0.32814, 2.96495], [-2.58657, 2.57426, 1.39300], [-2.71817, 2.07535, -2.27329], [4.19812, -4.03018, 1.96581], [4.42743, -2.89162, 2.29576], [5.71433, -2.22438, 2.05289], [5.97217, -1.00177, 2.58834], [7.17824, -0.42171, 2.37751], [4.77970, -0.26611, 3.23937], [4.99766, 0.89620, 3.52090], [3.50736, -0.90057, 3.44632], [3.28073, -2.10253, 2.90607], [2.14009, -2.76632, 3.12802], [6.39542, -2.87858, 1.47260], [7.15437, 0.38026, 2.92982], [2.76400, -0.27061, 3.97727], [2.27413, -3.58540, 2.61615]],
  "mulliken_charge": [-0.66, 0.56, -0.10, -0.74, -0.95, -0.10, -0.76, 0.76, 0.53, -0.56, 0.13, -0.43, -0.76, -0.58, -0.24, -0.03, 0.41, 0.47, 0.52, 0.74, 0.68, 0.36, 0.39, 0.41, -0.41, 0.08, 0.51, -0.53, -0.87, -0.48, -0.88, 0.52, 0.58, -0.69, 0.04, -0.73, -0.94, 0.08, -0.66, 0.73, 0.40, 0.41, 0.40, 0.62, 0.48, 0.49, 0.25, 0.71, -0.68, 0.30, 0.68, -0.69, -1.28, -0.83, 0.59, 0.44, 0.51, 0.07, -0.04, -0.31, -0.62, -1.00, -0.54, -0.04, 0.52, 0.53, 0.80, 0.05, 0.44, 0.33, 0.37, 0.55, -0.69, 0.31, 0.11, -0.58, -1.14, -0.81, -0.31, 1.23, -0.40, -0.66, 0.65, -0.86, 1.35, -0.60, -0.05, 0.91, 0.56, 0.46, 0.46, 0.61, 0.26, -0.69, -0.09, -0.36, -0.65, 0.27, 0.38, -0.72, -1.09, -1.04, 0.48, 0.45, -0.15, -0.17, -0.66, 0.69, -0.75, -0.69, -0.73, 1.04, 0.45, 0.39, 0.70, 0.36, -0.22, 0.39, 0.42, 0.62, -0.70, 1.06, -0.63, 0.11, -0.58, 1.36, -0.68, -1.15, 0.20, -0.65, 0.35, 0.34, 0.67, 0.37, -0.71, 0.85, -0.81, 0.85, -0.47, 0.35, -0.54, -0.82, -0.23, -0.05, 0.30, 0.33, 0.65, 0.19, -0.71, 1.12, -0.62, 0.12, -0.44, 0.91, -0.70, -1.14, 0.17, -0.60, 0.63, 0.33, 0.55, 0.39, -0.52, 1.08, -1.04, 0.27, -0.68, 0.69, -0.71, -0.81, 0.47, -0.34, 0.62, 0.35, 0.76, 0.08, -0.66, 0.91, -0.48, -0.22, -0.57, 0.83, -0.54, -0.44, -0.01, 0.13, 0.39, 0.34, 0.46, -0.06]
}

---

Number 1: F_max 0.0982 hartree/bohr. Number 2: F_max 0.0347 hartree/bohr. Number 3: F_max 0.0297 hartree/bohr. Number 4: F_max 0.0871 hartree/bohr. Number 5: F_max 0.0186 hartree/bohr. Number 6: F_max 0.0113 hartree/bohr. Number 7: F_max 0.0327 hartree/bohr. Number 8: F_max 0.0234 hartree/bohr. Number 9: F_max 0.0173 hartree/bohr. Number 10: F_max 0.0905 hartree/bohr.